Density functional theory data (wB97M-V/def2-TZVPD) for a cluster of 3 separate species, C30H47F9O15S2 in total.

- Orbital gap: 9.25 eV
- E_LUMO: -0.4 eV
- Highest occupied orbital energy: -9.6 eV

Geometry (Å):
C -0.68339 5.29686 -0.11496
C -2.16731 4.62963 0.10102
C -2.16580 3.35968 1.18927
O -1.85594 2.12940 0.44415
C -2.65735 0.98226 0.88994
C -1.87160 -0.44916 0.96392
C -2.90556 -1.73628 0.71260
C -3.72966 -1.64989 -0.70092
C -5.34704 -1.42572 -0.33833
C -6.23761 -0.94618 -1.63424
S -6.28619 0.93763 -1.86839
O -7.52510 1.35655 -2.72803
O -4.96018 1.30980 -2.63768
O -6.32367 1.78653 -0.38961
O -1.66229 -0.58322 2.44482
S -0.20680 0.27754 2.66098
O -0.31408 1.62303 3.43233
O 0.52135 -0.62597 3.73115
O 0.48255 0.30524 1.06532
C -0.39069 -0.64043 0.29214
C 0.33220 -2.08433 0.73567
C 1.97942 -1.83658 0.87107
C 2.84027 -3.25397 0.68069
C 4.44992 -3.08269 0.94251
C 5.08881 -1.65674 0.44532
O 5.22771 -0.71395 1.57386
C 5.76187 0.58855 1.14374
C -0.21441 -0.71965 -1.33525
C -0.92029 0.48394 -2.18691
C 0.10884 1.77810 -2.44212
F -0.80187 2.92129 -2.82418
F 0.84169 2.19175 -1.22426
C 1.07626 1.51248 -3.75863
F 0.28063 1.93621 -4.97114
F 1.35337 0.04510 -3.98987
C 2.54391 2.23730 -3.67545
F 3.20464 1.98926 -5.01129
F 3.43198 1.53441 -2.67973
C 2.50934 3.86528 -3.48856
F 3.73010 4.38921 -4.20879
F 2.70247 4.30912 -2.05737
F 1.35108 4.54276 -4.13230
H 0.20761 4.64128 0.29322
H -0.60455 6.36151 0.41056
H -0.55998 5.48820 -1.28465
H -2.86451 5.45387 0.61055
H -2.68578 4.34306 -0.91936
H -1.26850 3.54385 1.93352
H -3.22252 3.38465 1.69212
H -3.03672 1.23414 1.99365
H -3.63841 0.97700 0.22688
H -2.36960 -2.77510 0.76408
H -3.67026 -1.71995 1.62818
H -3.43474 -0.75820 -1.39931
H -3.68096 -2.70717 -1.22899
H -5.49827 -0.67215 0.56925
H -5.81980 -2.46256 0.01664
H -7.36809 -1.32340 -1.58057
H -5.79117 -1.38224 -2.64231
H -5.57906 2.46612 -0.38360
H -0.14192 -2.55980 1.69212
H 0.22819 -2.90733 -0.12272
H 2.26651 -1.42132 1.95190
H 2.38679 -1.12620 0.00242
H 2.37237 -4.15236 1.29000
H 2.68796 -3.53933 -0.46640
H 5.01266 -3.93163 0.32165
H 4.65269 -3.16130 2.10204
H 4.51938 -1.17404 -0.48275
H 6.19240 -1.87262 0.05937
H 6.66992 0.98113 1.78654
H 4.88012 1.37558 1.31121
H 6.10406 0.62214 0.02096
H -0.72642 -1.73654 -1.69408
H 0.92866 -0.80440 -1.58558
H -1.10626 0.04707 -3.28311
H -1.98072 0.81596 -1.80579
C 6.48634 -3.00872 -4.96323
C 6.17052 -3.42344 -3.54068
C 6.75182 -4.75009 -3.15483
O 5.86547 -5.18607 -2.13892
C 4.65874 -4.59985 -2.40310
O 3.61272 -4.89142 -1.84782
O 4.77949 -3.64611 -3.37535
H 5.91088 -2.11822 -5.23762
H 7.55176 -2.79079 -5.08299
H 6.20711 -3.79229 -5.67605
H 6.47010 -2.63239 -2.84241
H 7.77119 -4.66439 -2.76832
H 6.73755 -5.48721 -3.96544
C -3.99192 0.32877 7.57516
C -4.38835 0.68057 6.15584
C -3.25827 1.21216 5.32693
O -3.93279 2.01090 4.37047
C -5.09168 2.42715 4.96491
O -5.83372 3.28118 4.50936
O -5.30628 1.76180 6.13994
H -4.87999 0.09862 8.17333
H -3.32037 -0.53472 7.59433
H -3.49360 1.17069 8.06801
H -4.87225 -0.17885 5.67591
H -2.68933 0.41794 4.83563
H -2.56777 1.85282 5.88677

Results of the Mulliken charge analysis, in e, for atoms 1 through 99:
1 C -0.795
2 C -0.342
3 C -0.417
4 O 0.258
5 C -0.125
6 C 1.574
7 C -1.316
8 C -0.087
9 C -0.588
10 C -0.683
11 S 1.051
12 O -0.592
13 O -0.576
14 O -0.442
15 O -0.641
16 S 1.421
17 O -0.608
18 O -0.725
19 O -0.279
20 C 0.733
21 C -0.665
22 C -0.098
23 C -0.512
24 C -0.591
25 C -0.144
26 O -0.403
27 C -0.576
28 C -0.653
29 C -0.314
30 C 0.583
31 F -0.351
32 F -0.241
33 C 0.576
34 F -0.283
35 F -0.265
36 C 0.438
37 F -0.296
38 F -0.193
39 C 0.652
40 F -0.260
41 F -0.211
42 F -0.196
43 H 0.193
44 H 0.345
45 H 0.139
46 H 0.360
47 H 0.229
48 H 0.136
49 H 0.216
50 H -0.074
51 H -0.831
52 H 0.314
53 H 0.389
54 H -0.052
55 H 0.393
56 H 0.235
57 H 0.373
58 H 0.378
59 H 0.332
60 H 0.348
61 H 0.384
62 H 0.360
63 H 0.260
64 H -0.204
65 H 0.243
66 H 0.200
67 H 0.187
68 H 0.348
69 H 0.107
70 H 0.405
71 H 0.233
72 H 0.166
73 H 0.272
74 H 0.390
75 H 0.224
76 H 0.560
77 H -0.283
78 C -1.535
79 C 0.689
80 C -0.522
81 O -0.305
82 C 0.612
83 O -0.591
84 O -0.305
85 H 0.354
86 H 0.391
87 H 0.363
88 H 0.164
89 H 0.318
90 H 0.325
91 C -1.487
92 C 0.544
93 C -0.271
94 O -0.094
95 C 0.507
96 O -0.583
97 O -0.360
98 H 0.372
99 H 0.373